# 1
C42H48ClFN4O19 | ωB97M-V with the def2-TZVPD basis set

Last column: Löwdin charge in e.
Positions of all 115 atoms, in Å:
H 2.58 0.12 1.42  0.057
N 2.11 -0.58 0.85  0.163
C 2.49 -0.53 -0.36  -0.520
N 3.42 0.40 -0.92  0.112
N 2.00 -1.43 -1.30  0.004
C 2.12 -2.87 -1.01  -0.193
C 0.93 -3.48 -0.28  -0.183
C -0.40 -3.25 -1.02  -0.200
C -1.54 -2.81 -0.10  -0.163
C -1.57 -1.29 0.15  -0.155
C -2.31 -0.45 -0.92  -0.542
Cl -2.52 -1.28 -2.51  0.811
C -1.61 0.90 -1.18  -0.344
C -0.33 0.68 -2.01  -0.100
C -2.46 1.97 -1.87  -0.209
C -3.55 2.66 -1.03  -0.073
C -3.73 -0.36 -0.35  -0.495
O -4.73 -0.14 -0.94  0.143
O -3.71 -0.62 0.97  0.095
C -2.38 -0.91 1.45  -0.298
C -1.87 0.40 2.10  -0.255
C -0.39 0.43 2.48  -0.015
F -2.66 0.65 3.23  -0.012
N -2.56 -2.01 2.40  -0.021
C -3.86 -2.07 3.11  -0.031
C -1.44 -2.32 3.24  -0.457
C -1.48 -1.88 4.69  -0.005
O -0.51 -2.93 2.81  0.107
H 2.97 1.01 -1.59  0.068
H 3.78 0.97 -0.15  0.052
H 2.43 -1.22 -2.19  0.119
H 3.04 -3.07 -0.45  0.118
H 2.22 -3.36 -1.99  0.120
H 1.13 -4.55 -0.20  0.115
H 0.88 -3.09 0.74  0.087
H -0.23 -2.51 -1.82  0.067
H -0.72 -4.17 -1.53  0.113
H -2.50 -3.14 -0.51  0.112
H -1.42 -3.30 0.86  0.093
H -0.54 -0.94 0.23  0.128
H -1.26 1.31 -0.22  0.123
H 0.16 -0.27 -1.78  0.048
H 0.38 1.48 -1.78  0.082
H -0.56 0.72 -3.08  0.071
H -1.75 2.73 -2.21  0.115
H -2.89 1.53 -2.78  0.070
H -3.55 2.33 0.01  0.068
H -3.41 3.75 -1.02  0.072
H -4.55 2.45 -1.41  0.071
H -2.10 1.20 1.40  0.123
H 0.14 -0.52 2.29  0.054
H -0.30 0.65 3.54  0.093
H 0.13 1.21 1.92  0.081
H -3.76 -2.79 3.92  0.085
H -4.19 -1.11 3.52  0.091
H -4.62 -2.45 2.42  0.095
H -0.47 -1.97 5.10  0.090
H -2.14 -2.53 5.28  0.079
H -1.85 -0.86 4.80  0.082
O -4.06 1.94 -4.57  0.094
C -3.95 1.59 -5.73  -0.293
C -2.86 2.00 -6.59  0.073
C -2.83 1.53 -7.84  -0.228
O -1.88 1.81 -8.72  0.107
C -3.91 0.61 -8.39  -0.312
O -3.77 0.27 -9.56  0.097
C -4.98 0.19 -7.52  0.072
C -5.00 0.64 -6.26  -0.227
O -5.91 0.30 -5.36  0.126
H -2.10 2.65 -6.19  0.112
H -2.13 1.33 -9.54  0.118
H -5.73 -0.49 -7.91  0.135
H -5.66 0.75 -4.52  0.126
O 5.39 2.42 -4.92  0.111
C 4.20 2.46 -5.18  -0.303
C 3.62 3.01 -6.38  0.076
C 2.29 2.99 -6.53  -0.226
O 1.65 3.45 -7.59  0.126
C 1.37 2.42 -5.46  -0.284
O 0.17 2.49 -5.69  0.099
C 1.94 1.85 -4.27  0.085
C 3.27 1.87 -4.13  -0.201
O 3.92 1.38 -3.08  0.048
H 4.29 3.41 -7.13  0.137
H 0.69 3.29 -7.43  0.119
H 1.28 1.44 -3.52  0.081
H 4.87 1.53 -3.25  0.115
O 10.38 3.11 0.81  0.108
C 9.22 2.73 0.80  -0.307
C 8.46 2.41 -0.38  0.078
C 7.19 2.01 -0.24  -0.217
O 6.40 1.69 -1.25  0.112
C 6.52 1.89 1.12  -0.294
O 5.35 1.56 1.13  0.080
C 7.28 2.19 2.31  0.073
C 8.56 2.58 2.17  -0.229
O 9.36 2.89 3.17  0.123
H 8.94 2.51 -1.34  0.138
H 5.56 1.36 -0.87  0.081
H 6.81 2.09 3.27  0.137
H 10.22 3.15 2.76  0.123
O -4.41 -3.56 11.55  0.103
C -3.63 -3.23 10.68  -0.311
C -2.61 -4.09 10.12  0.072
C -1.81 -3.59 9.17  -0.231
O -0.84 -4.28 8.57  0.120
C -1.92 -2.16 8.67  -0.307
O -1.12 -1.83 7.81  0.087
C -2.94 -1.31 9.22  0.072
C -3.75 -1.81 10.17  -0.232
O -4.72 -1.13 10.75  0.120
H -2.53 -5.11 10.48  0.136
H -0.42 -3.66 7.94  0.120
H -3.03 -0.29 8.85  0.136
H -5.13 -1.74 11.40  0.121

Calculated values
**Lowest unoccupied orbital energy**: -1.8 eV
**Gap between HOMO and LUMO**: 7.278 eV
**Structure (SMILES)**: [H]/N=C(\N)NCCCC[C@H]1[C@](Cl)([C@@H](C)CC)C(=O)O[C@@]1([C@H](C)F)N(C)C(C)=O.O=C1C=C(O)C(=O)C=C1O.O=C1C=C(O)C(=O)C=C1O.O=C1C=C(O)C(=O)C=C1O.O=C1C=C(O)C(=O)C=C1O

=====

# 2
C42H48N8O7PReS | ωB97M-V with the def2-TZVPD basis set

Last column: Löwdin spin population.
Positions of all 108 atoms, in Å:
Re -0.09 0.65 0.27  2.484
O 3.91 0.82 6.72  0.000
N 4.10 0.51 5.57  0.000
O 5.03 -0.16 5.17  0.000
C 3.13 0.94 4.55  0.000
C 2.60 2.18 4.68  -0.003
C 1.59 2.66 3.75  0.001
C 0.99 3.92 3.79  0.016
C 0.02 4.26 2.88  0.000
C -0.35 3.35 1.89  0.017
N 0.24 2.16 1.79  0.007
C 1.19 1.79 2.71  0.007
C 1.71 0.46 2.63  0.012
N 1.25 -0.33 1.59  0.010
C 1.67 -1.63 1.55  0.025
C 2.66 -2.09 2.42  -0.001
C 3.22 -1.27 3.35  0.023
C 2.71 0.01 3.54  0.001
H 2.84 2.77 5.56  0.000
H 1.32 4.62 4.57  0.001
H -0.53 5.19 2.92  0.000
H -1.13 3.57 1.17  0.000
H 1.39 -2.25 0.71  0.001
H 2.99 -3.10 2.32  0.000
H 4.07 -1.58 3.95  0.001
C -0.24 -4.10 3.51  0.000
C -0.19 -4.79 2.14  0.002
C -1.38 -4.30 1.28  0.002
N -1.27 -2.88 1.11  0.021
C -2.06 -1.98 1.67  0.022
S -1.93 -0.26 1.62  0.045
N -3.10 -2.44 2.43  0.003
C -4.18 -3.11 1.79  0.001
O -4.07 -3.29 0.60  0.000
C -5.30 -3.31 2.69  0.000
C -5.05 -3.51 4.04  0.000
C -6.11 -3.70 4.92  0.000
C -7.40 -3.78 4.37  0.000
C -7.65 -3.69 3.03  0.000
C -6.59 -3.43 2.15  0.000
H 0.57 -4.49 4.17  0.000
H -1.17 -4.34 3.99  0.000
H -0.14 -3.03 3.39  0.000
H -0.10 -5.87 2.24  0.000
H 0.74 -4.47 1.62  0.000
H -2.34 -4.59 1.66  0.000
H -1.37 -4.77 0.26  0.001
H -0.61 -2.58 0.43  0.000
H -3.41 -1.85 3.15  0.000
H -4.04 -3.47 4.39  0.000
H -5.90 -3.86 5.96  0.000
H -8.14 -4.04 5.11  0.000
H -8.65 -3.77 2.62  0.000
H -6.74 -3.40 1.06  0.000
C -1.43 -2.47 -2.43  0.000
C -1.35 -1.42 -1.54  0.021
N -0.17 -0.98 -1.06  0.013
C 0.98 -1.54 -1.57  0.016
C 0.96 -2.58 -2.48  -0.002
C -0.31 -3.05 -2.87  0.017
C 2.19 -3.31 -2.94  0.000
C 3.39 -2.82 -3.25  -0.002
C 3.79 -1.39 -3.26  0.000
C 5.16 -1.13 -3.40  0.000
C 5.55 0.17 -3.25  0.000
N 4.66 1.11 -3.19  0.000
C 3.39 0.82 -3.21  0.000
N 2.89 -0.43 -3.20  0.001
H -2.41 -2.78 -2.77  0.000
H -2.24 -0.85 -1.24  0.001
H 1.91 -1.04 -1.27  0.001
H -0.31 -3.85 -3.60  0.001
H 2.08 -4.38 -2.87  0.000
H 4.25 -3.45 -3.43  0.000
H 5.91 -1.91 -3.36  0.000
H 6.59 0.39 -3.15  0.000
H 2.66 1.61 -3.13  0.000
C -1.84 3.27 -4.43  0.000
C -0.80 2.16 -4.46  0.000
C 0.19 2.21 -5.58  0.000
C -1.41 0.79 -4.14  0.001
O 0.18 2.37 -3.22  0.005
P 0.12 2.50 -1.69  0.015
O 1.23 1.59 -0.99  0.093
O -1.13 1.86 -0.98  0.113
O 0.21 3.96 -1.34  0.003
C 0.98 5.15 -1.83  0.000
C 1.80 4.72 -3.03  0.000
C 1.83 5.52 -0.66  0.000
C -0.06 6.25 -2.09  0.000
H -2.51 3.07 -5.27  0.000
H -1.45 4.28 -4.48  0.000
H -2.43 3.20 -3.51  0.000
H -0.32 1.95 -6.49  0.000
H 0.98 1.47 -5.38  0.000
H 0.63 3.19 -5.70  0.000
H -2.01 0.48 -5.02  0.000
H -2.03 0.70 -3.29  0.001
H -0.65 0.04 -4.08  0.000
H 2.49 3.91 -2.73  0.000
H 2.58 5.48 -3.24  0.000
H 1.24 4.42 -3.92  0.000
H 2.46 4.67 -0.30  0.000
H 1.25 5.81 0.23  0.000
H 2.54 6.32 -0.88  0.000
H -0.61 6.02 -3.01  0.000
H 0.46 7.20 -2.22  0.000
H -0.74 6.34 -1.23  0.000

Calculated values
**⟨S²⟩**: 3.7720
**Lowest unoccupied orbital energy (alpha / beta)**: -8.9 / -9.9 eV
**Spin multiplicity**: 4
**Gap between HOMO and LUMO (alpha / beta)**: 6.569 / 5.594 eV
**Relative energy (zero: lowest compared OMol25 entry of this formula, charge and spin)**: 0.0 kcal per mole
**Net charge**: +3

=====

# 3
C42H49FN5O12PS | ωB97M-V with the def2-TZVPD basis set

Last column: Löwdin charge in e.
Positions of all 111 atoms, in Å:
C 7.71 -5.49 -1.24  -0.062
C 6.62 -6.26 -0.49  -0.232
O 5.59 -5.44 0.06  -0.013
C 5.00 -4.52 -0.77  -0.504
O 4.72 -3.43 -0.33  0.103
C 4.67 -4.93 -2.19  -0.105
C 3.24 -5.46 -2.38  -0.233
C 2.18 -4.39 -2.69  -0.353
P 1.41 -3.70 -1.16  1.039
C 0.28 -5.03 -0.57  -0.355
C -0.79 -5.56 -1.55  -0.327
C -0.97 -7.08 -1.47  -0.573
S 0.28 -7.99 -2.43  0.698
C 0.31 -2.34 -1.76  -0.472
F -0.88 -2.79 -2.40  -0.089
C -0.09 -1.40 -0.64  -0.260
C -0.56 -0.05 -1.16  -0.093
H 7.68 -5.71 -2.31  0.072
H 8.69 -5.81 -0.89  0.074
H 7.65 -4.41 -1.07  0.088
H 6.21 -7.06 -1.11  0.115
H 7.07 -6.75 0.37  0.117
H 4.83 -4.03 -2.79  0.128
H 5.38 -5.67 -2.57  0.094
H 3.27 -6.15 -3.22  0.104
H 2.93 -6.00 -1.48  0.093
H 1.40 -4.86 -3.30  0.065
H 2.59 -3.55 -3.27  0.083
H 0.93 -5.84 -0.22  0.066
H -0.21 -4.59 0.30  0.069
H -1.74 -5.07 -1.33  0.101
H -0.52 -5.29 -2.57  0.069
H -1.95 -7.34 -1.87  0.064
H -0.93 -7.43 -0.44  0.071
H -0.17 -7.65 -3.64  -0.140
H 0.86 -1.79 -2.53  0.115
H -0.88 -1.88 -0.03  0.105
H 0.77 -1.27 0.02  0.095
H -0.77 0.65 -0.35  0.057
H -1.45 -0.16 -1.79  0.074
H 0.21 0.41 -1.77  0.042
O -1.84 0.64 2.24  0.061
N -1.18 1.65 2.38  -0.338
O -1.57 2.77 2.13  0.057
C 0.21 1.49 2.84  -0.140
C 0.70 0.22 3.08  -0.003
C 2.01 0.09 3.50  -0.048
C 2.80 1.21 3.68  -0.059
C 2.29 2.48 3.45  -0.060
C 0.98 2.63 3.03  0.002
H 0.08 -0.65 2.94  0.100
H 2.41 -0.90 3.68  0.115
H 3.83 1.10 4.01  0.109
H 2.91 3.35 3.59  0.109
H 0.57 3.61 2.84  0.109
O 1.50 2.11 -1.87  0.053
N 2.22 3.08 -2.01  -0.341
O 3.35 3.16 -1.59  0.089
C 1.66 4.23 -2.72  -0.147
C 0.35 4.16 -3.18  0.006
C -0.19 5.25 -3.84  -0.059
C 0.58 6.39 -4.03  -0.060
C 1.88 6.45 -3.56  -0.068
C 2.44 5.36 -2.90  -0.008
H -0.23 3.26 -3.04  0.118
H -1.20 5.20 -4.21  0.075
H 0.15 7.25 -4.54  0.109
H 2.48 7.34 -3.71  0.106
H 3.45 5.39 -2.54  0.118
O -3.07 4.26 -3.98  0.051
N -3.48 4.57 -2.88  -0.337
O -3.30 5.66 -2.37  0.085
C -4.23 3.56 -2.12  -0.146
C -4.40 2.30 -2.67  -0.002
C -5.09 1.35 -1.94  -0.063
C -5.60 1.67 -0.69  -0.066
C -5.43 2.94 -0.16  -0.058
C -4.74 3.90 -0.88  0.001
H -4.00 2.07 -3.64  0.119
H -5.23 0.36 -2.34  0.109
H -6.14 0.92 -0.12  0.107
H -5.83 3.19 0.81  0.111
H -4.60 4.90 -0.48  0.120
O -2.58 9.48 4.87  0.076
N -2.56 8.29 4.66  -0.357
O -3.00 7.45 5.42  0.077
C -1.97 7.82 3.39  -0.149
C -1.44 8.76 2.52  -0.006
C -0.88 8.31 1.34  -0.065
C -0.85 6.96 1.04  -0.063
C -1.40 6.04 1.93  -0.062
C -1.96 6.47 3.12  0.004
H -1.47 9.81 2.76  0.118
H -0.45 9.03 0.64  0.107
H -0.40 6.61 0.12  0.105
H -1.38 4.98 1.70  0.076
H -2.39 5.76 3.81  0.120
O -0.59 -2.09 5.12  0.072
N -0.90 -3.25 4.98  -0.348
O -0.41 -4.17 5.59  0.084
C -1.94 -3.57 3.98  -0.143
C -2.50 -2.54 3.24  -0.003
C -3.45 -2.86 2.29  -0.060
C -3.84 -4.18 2.09  -0.072
C -3.27 -5.19 2.86  -0.068
C -2.31 -4.89 3.81  -0.004
H -2.20 -1.52 3.39  0.095
H -3.89 -2.07 1.70  0.109
H -4.58 -4.42 1.35  0.106
H -3.58 -6.22 2.71  0.107
H -1.86 -5.67 4.40  0.119

Calculated values
**Lowest unoccupied orbital energy**: -0.7 eV
**Gap between HOMO and LUMO**: 7.388 eV
**Structure (SMILES)**: CCOC(=O)CCCP(CCCS)[C@@H](F)CC.O=[N+]([O-])c1ccccc1.O=[N+]([O-])c1ccccc1.O=[N+]([O-])c1ccccc1.O=[N+]([O-])c1ccccc1.O=[N+]([O-])c1ccccc1

=====

| no. | DFT total energy (Eh) | strongest force on any atom (Eh/bohr) |
| --- | --- | --- |
| 1 | -3837.879980 | 0.031 |
| 2 | -3411.040987 | 0.058 |
| 3 | -3645.431136 | 0.024 |